C10H16N2O3Ti | ωB97M-V/def2-TZVPD

Calculated values
- charge = +2
- LUMO energy (alpha / beta) (eV) = -10.0 / -10.0
- ΔE to the lowest compared entry with this formula, charge and spin (kJ/mol) = 80.3
- HOMO energy (alpha / beta) (eV) = -17.46 / -17.46
- DFT total energy (Eh) = -1574.599321

Each line ends with the Mulliken charge.
CARTESIAN COORDINATES (ANGSTROEM)
Ti: -6.29 -6.08 8.95  0.67
O: -5.67 -4.65 10.26  -0.35
C: -5.21 -3.30 9.84  -0.30
C: -5.23 -3.26 8.35  0.33
C: -5.34 -2.11 7.59  -0.57
C: -5.47 -2.16 6.19  -0.25
C: -5.53 -3.43 5.60  -0.65
C: -5.60 -4.60 6.40  0.10
N: -5.42 -4.49 7.78  -0.15
H: -5.87 -4.54 11.18  0.30
H: -4.18 -3.13 10.18  0.33
H: -5.90 -2.60 10.26  0.50
H: -5.35 -1.11 8.11  0.38
H: -5.55 -1.28 5.55  0.45
H: -5.53 -3.57 4.53  0.42
H: -5.88 -5.59 6.01  0.41
C: -6.23 -8.59 11.47  -1.14
C: -5.24 -8.80 10.31  0.69
C: -4.00 -9.29 10.96  -1.57
C: -4.95 -7.56 9.51  -0.72
H: -6.51 -9.59 11.78  0.43
H: -7.13 -8.06 11.07  0.25
H: -5.77 -7.97 12.30  0.28
H: -5.62 -9.46 9.54  0.26
H: -3.57 -8.61 11.69  0.42
H: -3.14 -9.52 10.29  0.38
H: -4.09 -10.27 11.50  0.39
H: -4.64 -7.77 8.47  0.60
H: -4.14 -6.99 9.99  0.46
O: -9.24 -6.99 9.29  -0.16
N: -8.13 -6.56 9.03  0.19
O: -7.48 -7.07 7.74  -0.38